60
Properties=species:S:1:pos:R:3:forces:R:3 method="wB97M-V/def2-TZVPD" de_lowest_kj_mol=405.7 homo_lumo_gap_ev=10.6 total_charge=0 e_homo_ev=-10.88
O 5.2802 1.5922 0.2141 -0.6 0.3 -0.1
H 4.7296 0.8895 0.5759 0.5 -0.3 0.2
H 5.0014 1.6865 -0.7049 0.2 0.0 -0.1
O -3.9507 -1.5959 3.0212 -1.7 0.2 0.1
H -4.1283 -2.3132 2.4087 0.3 0.0 0.0
H -3.0313 -1.6061 3.2448 0.9 -0.6 -0.1
O -1.2177 -1.7527 2.7677 0.1 0.0 0.0
H -1.4491 -1.6434 1.8310 -0.2 -0.3 -0.2
H -1.1395 -0.8528 3.0878 0.2 0.3 0.2
O 2.5686 -0.3272 -0.4079 -0.1 -0.4 -0.6
H 3.1068 0.4331 -0.2216 -0.2 0.4 0.5
H 1.9920 -0.6223 0.3093 0.3 0.1 0.5
O 4.8296 -1.6024 1.9653 0.0 2.1 0.1
H 3.9493 -1.7312 1.6101 0.1 -1.0 0.1
H 5.3564 -2.3617 2.1606 -0.3 -1.0 -0.2
O -2.8376 2.1041 -2.3950 -1.2 1.0 -0.2
H -2.9855 2.8263 -3.0254 0.8 -0.3 -0.3
H -3.6731 2.2428 -1.9034 0.7 -1.1 0.4
O -4.5060 2.2592 -0.1124 0.8 -1.6 -2.2
H -4.5783 3.1245 -0.4942 -0.6 0.7 1.6
H -4.6558 1.9166 0.7614 -0.3 1.1 1.0
O -0.7395 -1.8553 -3.6408 -0.1 0.2 0.1
H -0.6994 -1.4071 -2.7801 0.1 -0.1 0.1
H -0.0822 -1.3489 -4.1303 0.0 -0.2 -0.2
O 0.2945 -3.2530 -0.6705 2.4 -1.7 -0.3
H 0.3881 -2.6896 0.0864 -1.2 0.6 0.0
H -0.4804 -3.3299 -1.2151 -0.9 1.1 0.6
O -4.3737 1.1442 2.8948 -0.5 2.0 -0.4
H -4.9725 0.4074 2.8629 0.4 -1.0 0.2
H -3.4711 0.8792 3.0346 0.0 -0.7 0.0
O -2.1852 -3.6317 -1.9586 -0.1 -0.2 -0.2
H -2.0506 -3.1658 -2.7994 0.2 -0.3 -0.2
H -1.7235 -4.4745 -1.9937 -0.1 -0.1 -0.4
O 2.3849 3.1597 0.9316 -0.4 0.0 0.1
H 3.2509 2.8486 0.6733 0.6 -0.1 0.0
H 1.8353 2.3700 1.0431 0.0 0.0 -0.1
O -0.2450 -0.5512 -1.2023 0.1 1.7 0.0
H 0.6136 -0.1395 -1.4029 0.4 -1.0 -0.2
H -0.6768 0.3189 -1.1299 -1.0 -0.4 -0.3
O 2.3902 1.6393 -3.6509 0.3 0.1 0.4
H 1.7374 1.7619 -2.9542 -0.1 0.2 -0.1
H 2.8534 0.8358 -3.3633 -0.3 -0.1 -0.4
O -0.0388 4.0629 -0.4978 -1.1 0.6 -1.2
H 0.8745 4.2863 -0.6278 0.8 0.0 0.2
H -0.0736 3.5442 0.2819 0.5 -0.1 1.1
O 1.4043 1.5279 3.3283 0.5 -0.7 0.1
H 1.0571 2.4059 3.2419 -0.7 0.7 -0.2
H 2.3331 1.7279 3.4767 0.3 -0.3 0.1
O 1.2905 -1.2942 1.7506 0.0 0.4 0.7
H 1.1173 -0.4489 2.1950 0.3 0.5 -0.2
H 0.9667 -1.8723 2.4557 -0.1 -0.6 -0.4
O -2.6656 -1.9078 -0.0585 -0.4 -0.2 0.3
H -2.2631 -1.5854 -0.8668 0.3 0.4 0.0
H -2.9666 -2.7717 -0.3908 0.1 0.2 0.4
O 2.3172 -1.0240 -2.8740 -0.2 0.3 -1.0
H 2.7414 -1.8398 -3.1448 0.0 -0.1 0.4
H 2.3650 -0.8949 -1.9169 0.5 -0.6 0.1
O -0.0472 1.3913 0.6520 1.9 1.0 1.3
H -0.6776 2.0619 0.4025 -1.1 -1.1 -0.6
H -0.1523 0.4520 0.5285 -1.1 -0.2 -0.4

20
Properties=species:S:1:pos:R:3:forces:R:3 method="wB97M-V/def2-TZVPD" de_lowest_kj_mol=2.4 homo_lumo_gap_ev="9.6 / 2.2" total_charge=+1 spin_multiplicity=2 e_homo_ev="-13.17 / -13.16"
C 0.7484 -4.0716 -1.4406 -0.3 0.3 -0.8
Cl 0.8706 -5.1204 -0.0309 0.0 0.2 -0.4
Cl -0.9804 -3.7418 -1.8717 0.7 -0.2 0.3
Cl 1.5937 -4.6984 -2.8904 -0.3 0.1 0.7
H 1.2010 -3.1063 -1.2139 -0.1 -0.3 0.1
C -0.2006 -0.0488 1.2779 -0.3 -0.5 0.3
Cl 1.0157 0.6868 0.2249 0.4 0.2 -0.2
Cl -0.1847 -1.8470 1.0506 -0.1 1.5 0.3
H 0.0391 0.2344 2.3028 0.2 -0.4 -0.1
H -1.1520 0.4188 1.0243 0.0 -0.5 -0.3
C -3.5651 0.5754 -1.2048 -0.4 0.3 0.6
Cl -4.5873 0.9567 0.2252 0.2 -0.3 -0.5
Cl -2.2280 1.7270 -1.2716 0.4 0.1 -0.1
H -3.1539 -0.4245 -1.0660 -0.2 0.2 -0.2
H -4.1587 0.7187 -2.1077 0.1 -0.3 0.2
C 2.8428 3.4909 1.4411 1.9 1.5 0.1
Cl 2.8305 4.9769 0.5043 -0.1 -0.9 0.2
Cl 4.4579 2.8414 1.7649 -1.2 0.4 -0.1
H 2.3041 3.7380 2.3560 -0.1 -0.4 0.3
H 2.3067 2.6940 0.9256 -0.8 -0.8 -0.6

55
Properties=species:S:1:pos:R:3:forces:R:3 method="wB97M-V/def2-TZVPD" de_lowest_kj_mol=0.0 homo_lumo_gap_ev=6.3 total_charge=-1 e_homo_ev=-4.18
Cu -0.0984 -0.1160 0.1038 0.3 0.6 0.0
C 1.2005 1.6331 1.3902 -0.1 0.6 1.8
O 0.1366 2.0185 0.7127 -0.7 -0.2 -0.5
O 1.4349 2.0541 2.5428 0.0 -0.4 -0.9
O 1.9395 0.7560 0.7604 -0.1 -0.3 -0.1
C -0.3033 -2.3732 3.8134 -0.7 0.4 0.5
C -1.3302 -1.9973 2.7489 1.1 0.4 -0.4
O -0.9846 -0.7136 2.1894 -0.5 -0.4 0.1
O -0.6498 -1.8471 5.0993 -0.2 -0.2 0.0
H 0.6756 -1.9810 3.5345 0.0 -0.2 -0.4
H -0.2780 -3.4574 3.9281 0.1 0.0 0.1
H -2.3554 -1.9599 3.1167 0.0 -0.3 0.2
H -1.2450 -2.7173 1.9312 -0.2 0.1 0.0
H -1.3778 -0.0399 2.7533 0.2 0.3 -0.2
H -0.7159 -0.8888 5.0443 0.3 0.0 -0.1
C -0.0389 -2.0018 -2.3838 0.1 0.9 0.0
C -1.3028 -1.1926 -2.6346 -0.3 -0.8 0.9
O -1.1965 0.0228 -1.9237 0.2 -0.1 -0.5
O 0.1781 -2.1410 -0.9707 -0.1 0.0 -0.1
H 0.8087 -1.4194 -2.7507 0.1 -0.2 0.0
H -0.0808 -2.9778 -2.8652 0.0 0.0 -0.1
H -2.1317 -1.7614 -2.1788 -0.1 -0.1 -0.4
H -1.4865 -1.0913 -3.7071 0.1 0.2 0.0
H -1.9125 0.6195 -2.1674 0.0 0.2 0.4
H -0.2568 -2.9445 -0.6709 0.0 0.0 0.1
C -3.2483 1.7073 0.7067 0.3 0.1 -0.6
C -4.6847 2.0071 0.3686 -0.5 -0.3 0.5
O -5.0050 3.3445 0.7409 0.0 -0.1 -0.1
O -2.4143 2.2368 -0.3037 0.0 0.0 0.1
H -3.1000 0.6194 0.7701 -0.1 0.0 0.1
H -3.0160 2.1445 1.6832 0.0 0.0 0.0
H -5.3198 1.3039 0.9320 0.0 0.1 0.0
H -4.9060 1.8291 -0.6894 0.3 0.1 -0.1
H -5.9192 3.5036 0.4924 0.0 0.1 0.0
H -1.5018 2.2896 0.0592 0.0 0.0 0.0
C 2.0683 2.2473 -2.4946 0.2 0.6 -0.4
C 0.9164 3.2462 -2.5522 0.6 -0.1 0.6
O 0.6620 3.8631 -1.3081 0.1 0.0 -0.1
O 1.7358 1.0811 -1.7988 0.1 0.1 -0.6
H 2.9637 2.7212 -2.0660 -0.2 0.2 0.3
H 2.3891 2.0548 -3.5300 -0.3 -0.6 0.0
H 0.0296 2.7081 -2.9104 0.0 0.1 -0.2
H 1.2304 4.0345 -3.2428 -0.4 0.1 -0.1
H 0.5364 3.1769 -0.6122 -0.1 0.1 0.0
H 1.7312 1.3095 -0.8398 0.2 -0.8 0.1
C 3.9787 -2.8702 -0.5111 1.0 0.4 -0.2
C 4.0127 -1.5654 0.2527 -1.5 0.0 0.8
O 2.9160 -1.6028 1.1709 0.1 -0.2 0.2
O 2.9520 -2.9421 -1.4811 -0.1 0.1 0.2
H 3.9107 -3.6791 0.2264 -0.2 0.0 0.0
H 4.9520 -2.9749 -1.0079 -0.2 -0.2 -0.2
H 3.7981 -0.6722 -0.3417 0.7 -0.2 -0.5
H 4.9649 -1.5020 0.7912 0.1 0.2 -0.1
H 2.5061 -0.6923 1.1898 0.3 -0.1 0.0
H 2.2315 -2.4102 -1.1102 -0.1 -0.2 0.0

8
Properties=species:S:1:pos:R:3:forces:R:3 method="wB97M-V/def2-TZVPD" de_lowest_kj_mol=449.5 homo_lumo_gap_ev="9.1 / 7.5" total_charge=+1 e_homo_ev="-14.88 / -14.01"
C 0.7006 -0.5897 -0.1323 0.6 -0.1 -0.3
N -1.4785 0.5110 0.0547 4.4 2.1 0.3
N 1.6765 0.2169 0.1013 -1.6 0.6 -0.7
P -2.6575 -0.3900 -0.0246 -3.2 -2.4 -0.1
H 0.9670 -1.6775 -0.4506 -0.6 1.8 0.7
H 2.6135 0.0020 -0.0646 2.0 -1.7 -0.3
H 1.7407 1.2389 0.1618 -1.8 -0.1 0.5
H -3.5624 0.6884 0.3543 0.2 -0.1 -0.2